# 1
ORCA calculation (ωB97M-V/def2-TZVPD) on a structure of composition C37H30F6N9O3Zn.

Last column: Löwdin charge in e.
Atoms and positions in Å:
1 Zn 1.401 3.441 1.533  0.738
2 C 1.902 2.805 -2.905  -0.093
3 C 1.564 3.366 -1.681  -0.068
4 N 2.083 2.901 -0.558  0.103
5 C 2.932 1.881 -0.634  -0.186
6 C 3.259 1.327 -1.864  -0.061
7 N 2.746 1.785 -2.999  0.100
8 C 3.434 1.360 0.664  -0.156
9 C 4.472 0.449 0.780  0.068
10 C 4.841 0.003 2.045  -0.127
11 C 4.150 0.487 3.150  0.067
12 C 3.131 1.408 2.956  -0.154
13 N 2.800 1.824 1.737  0.133
14 C 2.319 1.991 4.059  -0.166
15 C 2.553 1.745 5.405  -0.055
16 N 1.791 2.271 6.357  0.102
17 C 0.790 3.048 5.965  -0.080
18 C 0.545 3.308 4.622  -0.067
19 N 1.312 2.780 3.684  0.096
20 C 5.946 -0.970 2.209  -0.176
21 C 7.116 -0.861 1.467  -0.010
22 C 8.119 -1.799 1.659  -0.129
23 N 8.025 -2.812 2.515  0.068
24 C 6.904 -2.911 3.222  -0.131
25 C 5.845 -2.022 3.112  -0.012
26 H 1.478 3.186 -3.825  0.111
27 H 0.866 4.189 -1.599  0.119
28 H 3.934 0.485 -1.943  0.114
29 H 4.989 0.078 -0.093  0.119
30 H 4.425 0.161 4.142  0.118
31 H 3.371 1.118 5.734  0.113
32 H 0.164 3.479 6.735  0.115
33 H -0.280 3.925 4.293  0.122
34 H 7.261 -0.046 0.769  0.117
35 H 9.044 -1.728 1.099  0.110
36 H 6.844 -3.745 3.913  0.109
37 H 4.951 -2.168 3.703  0.115
38 F -1.210 -2.607 -4.159  0.067
39 C -1.809 -2.014 -3.096  -0.199
40 C -1.103 -1.171 -2.289  0.089
41 C -1.739 -0.570 -1.201  -0.036
42 C -0.947 0.358 -0.348  -0.300
43 O 0.261 0.461 -0.510  0.074
44 C -1.736 1.050 0.653  -0.021
45 C -3.023 0.694 0.861  0.042
46 N -3.705 -0.245 0.143  -0.004
47 C -5.091 -0.503 0.440  -0.271
48 C -5.485 -0.685 1.872  -0.079
49 C -5.477 -1.864 0.946  -0.097
50 C -3.088 -0.843 -0.942  -0.117
51 C -3.793 -1.707 -1.796  0.078
52 C -3.159 -2.292 -2.870  -0.180
53 N -3.894 -3.178 -3.728  -0.115
54 C -3.486 -4.578 -3.591  -0.126
55 C -4.299 -5.416 -4.587  -0.075
56 N -5.546 -4.645 -4.912  0.052
57 C -5.220 -3.414 -5.722  -0.071
58 C -3.946 -2.794 -5.137  -0.134
59 C -1.169 2.153 1.519  -0.595
60 O -1.536 2.247 2.684  0.040
61 O -0.359 2.918 0.889  -0.086
62 H -0.058 -0.949 -2.465  0.140
63 H -3.580 1.168 1.657  0.148
64 H -5.791 0.011 -0.210  0.154
65 H -6.434 -0.272 2.181  0.111
66 H -4.701 -0.634 2.614  0.113
67 H -6.423 -2.276 0.621  0.103
68 H -4.676 -2.580 1.071  0.113
69 H -4.838 -1.921 -1.630  0.116
70 H -3.690 -4.896 -2.569  0.137
71 H -2.420 -4.732 -3.790  0.133
72 H -4.584 -6.382 -4.180  0.137
73 H -3.779 -5.570 -5.531  0.138
74 H -5.957 -4.332 -4.030  0.180
75 H -6.226 -5.226 -5.398  0.184
76 H -6.079 -2.751 -5.645  0.136
77 H -5.098 -3.727 -6.757  0.137
78 H -4.009 -1.710 -5.209  0.146
79 H -3.062 -3.115 -5.696  0.129
80 F 2.596 5.516 3.149  0.010
81 C 2.373 5.208 1.820  -0.391
82 F 3.639 5.118 1.250  -0.001
83 C 1.746 6.453 1.207  -0.611
84 F 1.540 6.253 -0.113  0.117
85 F 2.486 7.559 1.332  0.157
86 F 0.552 6.695 1.769  0.138

HOMO level (eV): -10.33
Energy above the lowest of the compared OMol25 structures with the same formula, charge and spin (kcal per mole): 0.4
LUMO (Ha): -0.118
Net charge: +1
Spin multiplicity: 1

=====

# 2
ORCA calculation (ωB97M-V/def2-TZVPD) on a structure of composition C37H30N6SSiZr.

Last column: Löwdin charge in e.
Atoms and positions in Å:
1 Zr 0.300 0.273 -0.992  1.308
2 N 4.711 -0.664 -1.580  0.118
3 C 3.532 -0.116 -1.283  -0.812
4 S 2.291 -0.139 -2.539  0.605
5 N 3.381 0.340 -0.067  0.011
6 N 2.140 0.836 0.194  -0.112
7 C 1.979 1.475 1.312  -0.164
8 C 3.032 1.703 2.316  -0.187
9 C 3.252 2.995 2.792  -0.035
10 C 4.242 3.232 3.733  -0.050
11 C 5.002 2.176 4.216  -0.048
12 C 4.787 0.888 3.743  -0.049
13 C 3.818 0.650 2.784  -0.041
14 C 0.607 1.988 1.552  -0.201
15 C 0.196 2.491 2.771  0.028
16 C -1.109 2.945 2.911  0.011
17 C -1.978 2.875 1.835  -0.008
18 C -1.511 2.326 0.656  -0.115
19 N -0.252 1.902 0.508  -0.055
20 H 4.920 -0.952 -2.519  0.102
21 H 5.455 -0.618 -0.901  0.123
22 H 2.665 3.824 2.415  0.123
23 H 4.420 4.238 4.085  0.116
24 H 5.770 2.359 4.955  0.117
25 H 5.388 0.068 4.113  0.116
26 H 3.674 -0.346 2.392  0.104
27 H 0.885 2.510 3.602  0.130
28 H -1.443 3.344 3.860  0.134
29 H -3.000 3.219 1.906  0.126
30 H -2.161 2.219 -0.204  0.119
31 C -0.911 3.917 -3.477  -0.001
32 C -0.412 3.057 -2.500  -0.097
33 N -0.574 1.739 -2.553  -0.030
34 C -1.237 1.207 -3.616  -0.142
35 C -1.782 1.997 -4.630  -0.117
36 C -1.607 3.389 -4.535  0.050
37 C -2.477 1.363 -5.716  0.014
38 C -2.573 0.020 -5.782  0.016
39 C -1.974 -0.814 -4.779  -0.116
40 C -1.972 -2.223 -4.845  0.047
41 C -1.316 -2.941 -3.882  0.005
42 C -0.678 -2.261 -2.838  -0.121
43 N -0.697 -0.942 -2.727  -0.062
44 C -1.321 -0.222 -3.699  -0.151
45 H -0.746 4.981 -3.385  0.127
46 H 0.135 3.447 -1.651  0.120
47 H -2.012 4.032 -5.306  0.139
48 H -2.910 1.988 -6.486  0.132
49 H -3.087 -0.455 -6.608  0.133
50 H -2.470 -2.720 -5.667  0.138
51 H -1.276 -4.020 -3.908  0.130
52 H -0.137 -2.813 -2.080  0.111
53 C -0.112 -0.458 4.990  -0.062
54 C 0.953 -0.853 4.192  -0.069
55 C 0.738 -1.178 2.859  -0.122
56 C -0.542 -1.105 2.303  -0.355
57 C -1.604 -0.705 3.123  -0.109
58 C -1.393 -0.389 4.457  -0.073
59 Si -0.911 -1.474 0.514  0.663
60 C -1.838 -3.042 0.190  -0.361
61 C -1.439 -4.248 0.775  -0.087
62 C -2.137 -5.418 0.518  -0.060
63 C -3.255 -5.392 -0.306  -0.056
64 C -3.678 -4.198 -0.875  -0.072
65 C -2.970 -3.032 -0.631  -0.135
66 H 0.053 -0.224 6.034  0.115
67 H 1.948 -0.923 4.612  0.109
68 H 1.572 -1.515 2.253  0.093
69 H -2.612 -0.658 2.723  0.108
70 H -2.227 -0.106 5.085  0.114
71 H 0.576 -1.649 -0.063  -0.026
72 H -0.585 -4.275 1.442  0.109
73 H -1.818 -6.347 0.969  0.115
74 H -3.807 -6.304 -0.492  0.115
75 H -4.564 -4.176 -1.497  0.111
76 H -3.305 -2.098 -1.074  0.096

HOMO level (eV): -12.95
Energy above the lowest of the compared OMol25 structures with the same formula, charge and spin (kcal per mole): 5.6
LUMO (Ha): -0.245
Net charge: +2
Spin multiplicity: 1

=====

# 3
ORCA calculation (ωB97M-V/def2-TZVPD) on a structure of composition C37H31As2N2O8SSbSe4W.

Last column: Löwdin charge in e.
Atoms and positions in Å:
1 W 1.550 0.768 -0.848  1.262
2 O 4.423 1.011 1.834  -0.369
3 As 4.302 0.808 0.050  1.227
4 O 2.804 2.057 -0.395  -0.686
5 O 2.775 -0.188 0.356  -0.690
6 C 4.559 -1.420 -0.827  -0.203
7 C 5.516 -2.242 -0.215  -0.128
8 C 5.484 -3.626 -0.292  -0.083
9 C 4.475 -4.279 -0.992  -0.081
10 C 3.511 -3.531 -1.644  -0.078
11 C 3.594 -2.143 -1.545  -0.334
12 S 2.328 -1.297 -2.448  0.603
13 O 2.704 0.172 -2.501  -0.435
14 O 2.024 -1.887 -3.702  -0.219
15 O 1.089 -1.137 -1.553  -0.466
16 H 5.238 1.482 2.045  0.020
17 H 6.315 -1.786 0.365  0.090
18 H 6.248 -4.214 0.202  0.103
19 H 4.450 -5.360 -1.035  0.104
20 H 2.724 -4.006 -2.216  0.116
21 C 1.102 5.086 2.143  -0.096
22 C -0.245 4.794 1.931  -0.148
23 C -0.666 3.471 1.827  -0.238
24 C 0.200 2.384 1.979  -0.335
25 C 1.529 2.722 2.249  -0.152
26 C 1.985 4.031 2.307  -0.071
27 H 1.442 6.111 2.212  0.100
28 H -0.981 5.591 1.894  0.093
29 H -1.729 3.316 1.662  0.035
30 H 2.254 1.932 2.427  0.077
31 H 3.033 4.228 2.499  0.107
32 O -3.771 1.046 -1.568  -0.078
33 C -4.474 0.826 -2.777  -0.253
34 N -4.562 -0.561 -3.128  0.100
35 C -3.619 -1.332 -3.759  -0.441
36 O -3.819 -2.511 -3.958  0.081
37 C -2.346 -0.674 -4.233  -0.116
38 C -2.050 -0.606 -5.586  0.002
39 C -0.846 -0.046 -5.978  -0.041
40 C 0.025 0.408 -5.001  -0.131
41 N -0.235 0.331 -3.700  0.020
42 C -1.400 -0.198 -3.328  -0.098
43 H -4.370 1.414 -0.901  0.071
44 H -3.960 1.357 -3.577  0.109
45 H -5.489 1.216 -2.702  0.133
46 H -5.317 -1.106 -2.738  0.146
47 H -2.748 -0.996 -6.315  0.125
48 H -0.576 0.023 -7.022  0.106
49 H 0.979 0.845 -5.273  0.116
50 H -1.587 -0.273 -2.263  0.103
51 C 2.139 -0.666 5.517  -0.087
52 C 2.538 -1.336 4.373  -0.073
53 C 1.916 -1.080 3.158  -0.093
54 C 0.898 -0.139 3.082  -0.316
55 C 0.512 0.545 4.229  -0.102
56 C 1.117 0.271 5.445  -0.076
57 As 0.001 0.270 1.392  1.247
58 C -0.341 -1.651 0.840  -0.258
59 C 0.560 -2.663 0.532  -0.120
60 C 0.105 -3.893 0.081  -0.074
61 C -1.254 -4.114 -0.100  -0.071
62 C -2.163 -3.119 0.215  -0.025
63 C -1.706 -1.897 0.702  -0.198
64 C -2.585 -0.832 1.227  -0.189
65 C -3.966 -0.944 1.361  -0.031
66 C -4.681 0.033 2.034  -0.083
67 C -4.017 1.104 2.618  -0.078
68 C -2.642 1.229 2.470  -0.100
69 C -1.932 0.290 1.739  -0.233
70 H 2.624 -0.868 6.463  0.100
71 H 3.343 -2.059 4.417  0.104
72 H 2.244 -1.607 2.277  0.075
73 H -0.262 1.299 4.177  0.096
74 H 0.797 0.799 6.333  0.102
75 H 1.627 -2.496 0.603  0.080
76 H 0.817 -4.677 -0.149  0.101
77 H -1.605 -5.063 -0.483  0.104
78 H -3.222 -3.304 0.089  0.103
79 H -4.482 -1.808 0.963  0.105
80 H -5.755 -0.060 2.138  0.103
81 H -4.565 1.834 3.200  0.104
82 H -2.121 2.031 2.969  0.078
83 Se -3.642 4.698 -0.216  0.128
84 Sb -1.568 4.467 -1.450  -0.173
85 Se 0.031 6.357 -1.399  0.239
86 Se -2.637 4.592 -3.587  0.106
87 Se 0.000 2.448 -1.225  0.324

HOMO level (alpha / beta) (eV): -7.54 / -7.54
Energy above the lowest of the compared OMol25 structures with the same formula, charge and spin (kcal per mole): 35.1
LUMO (alpha / beta) (Ha): -0.099 / -0.126
Expectation value of S²: 2.020
Spin multiplicity: 3